# 1
Entry from OMol25: a molecular structure, C10H16N2PSeSm at a distorted geometry (ωB97M-V/def2-TZVPD).

Geometry as XYZ:
```
31
C10H16N2PSeSm ωB97M-V/def2-TZVPD
C 2.4819 1.4383 -2.3216
C 2.4078 1.6348 -3.7239
C 1.5559 2.7532 -3.9926
C 1.1141 3.2501 -2.7405
C 1.6600 2.4620 -1.6954
Sm 0.6807 -0.5952 0.4312
P 3.5978 -0.1454 1.4375
H 3.1143 0.7305 -1.8007
H 2.9396 1.0517 -4.4620
H 1.2998 3.1149 -4.9959
H 1.4843 2.6045 -0.6333
H 0.4791 4.1301 -2.6323
H 4.2371 1.0038 2.0257
H 4.6488 -0.4340 0.5079
H 4.0245 -1.0816 2.4479
C -0.1822 -0.9450 2.7496
N -1.1986 -1.5098 1.8318
C -2.0212 -2.5468 2.3000
C -3.1251 -2.5511 1.5318
N -3.0520 -1.4843 0.6556
C -4.1297 -1.1260 -0.2635
C -1.9290 -0.7572 0.8942
Se -1.4775 0.9453 0.2331
H 0.7812 -1.5052 2.6385
H -0.4466 -1.0869 3.8053
H -0.0335 0.1452 2.6112
H -1.6906 -3.1436 3.1218
H -3.9872 -3.2160 1.5497
H -4.5259 -2.0330 -0.7305
H -4.9631 -0.6406 0.2549
H -3.7450 -0.4628 -1.0355
```

The expectation value of S² is 8.815. The multiplicity is 6. As for the LUMO energy (alpha / beta): -0.87 / -0.84 eV. As for the max |F|: 3.309 eV/A. The HOMO energy (alpha / beta) comes out at -5.10 / -5.40 eV. The molar mass is 424.546 g/mol. The total charge is 0. The HOMO-LUMO gap (alpha / beta) comes out at 4.22 / 4.56 eV.

Here are the Mulliken charges for atoms 1 to 2, given in e:
1. C -0.169
2. C -0.875



# 2
Entry from OMol25: a single C5H8O2 molecule at a distorted geometry (ωB97M-V/def2-TZVPD).

Geometry as XYZ:
```
15
C5H8O2 ωB97M-V/def2-TZVPD
C -2.2067 -1.4004 0.1623
C -1.0126 -0.8176 0.2365
C 1.6207 1.0556 0.3940
C -0.8362 0.6278 0.1964
C 2.1912 -0.2175 -0.1781
O 0.2951 1.3019 0.3319
O -1.8755 1.4720 -0.0976
H -2.3817 -2.4821 0.2426
H -3.2007 -0.7605 -0.0493
H -0.0753 -1.3137 0.0729
H 2.2053 1.9352 0.2614
H 2.0567 -1.1390 0.3758
H 3.1088 -0.1315 -0.6955
H 1.4668 -0.4680 -0.9598
H -1.3559 2.3377 -0.2934
```

As for the LUMO energy (alpha / beta): 0.66 / 0.56 eV. As for the max |F|: 3.765 eV/A. The HOMO energy (alpha / beta) comes out at -7.47 / -6.53 eV. The molar mass is 100.117 g/mol. The total charge is 0. The HOMO-LUMO gap (alpha / beta) comes out at 8.14 / 7.08 eV.

Here are the Mulliken charges for atoms 1 to 2, given in e:
1. C -0.837
2. C -0.036



# 3
Entry from OMol25: 10 unconnected molecules or ions with the total composition ClH18O9 (ωB97M-V/def2-TZVPD).

Geometry as XYZ:
```
28
ClH18O9 ωB97M-V/def2-TZVPD
Cl -9.7113 -4.4816 -4.0761
O -12.1827 -5.9940 -5.5185
H -12.3077 -5.5703 -6.3731
H -11.4869 -5.4640 -5.0742
O -9.4280 -5.7490 -7.5342
H -9.5109 -5.7934 -6.5689
H -10.2035 -5.2560 -7.8195
O -9.6689 -0.9900 -4.2624
H -9.6447 -1.9387 -4.4757
H -9.8870 -0.5666 -5.0978
O -12.4786 -2.7476 -2.5561
H -11.8133 -2.7599 -1.8489
H -12.0705 -3.2540 -3.2719
O -10.2249 -2.6088 -6.9430
H -9.4490 -2.0953 -7.1920
H -9.9361 -3.1241 -6.1668
O -10.0686 -7.1106 -1.8168
H -10.1922 -6.1595 -1.9338
H -10.2025 -7.4702 -2.7002
O -6.4014 -4.9904 -4.4542
H -7.3289 -5.0020 -4.1533
H -6.2506 -5.8745 -4.8021
O -10.2238 -3.3630 -0.6446
H -10.0153 -3.9239 -1.4022
H -9.5114 -2.7124 -0.6663
O -7.6042 -3.1594 -1.9747
H -6.9025 -2.6897 -2.4377
H -8.1902 -3.4900 -2.6902
```

As for the LUMO energy: 2.96 eV. As for the max |F|: 0.503 eV/A. The HOMO energy comes out at -7.36 eV. The molar mass is 197.588 g/mol. The total charge is -1. The HOMO-LUMO gap comes out at 10.32 eV.

Here are the Mulliken charges for atoms 1 to 2, given in e:
1. Cl -0.825
2. O -0.611



# 4
Entry from OMol25: 3 unconnected molecules or ions with the total composition C8H16O2 at a distorted geometry (ωB97M-V/def2-TZVPD).

Geometry as XYZ:
```
26
C8H16O2 ωB97M-V/def2-TZVPD
C -2.0912 0.9521 -1.9877
C -2.1605 -0.0368 -1.1087
C -3.4377 -0.7695 -0.7884
C -1.0186 -0.4762 -0.3183
C 0.2672 -0.4561 -0.7630
C 1.3807 -0.8747 0.0723
C 2.6435 -0.5183 -0.1608
C 3.7730 -0.9165 0.7290
H -1.1642 1.5069 -2.2357
H -2.9720 1.2860 -2.5405
H -3.2653 -1.9037 -0.7933
H -4.1847 -0.4797 -1.5089
H -3.8308 -0.5536 0.1389
H -1.1799 -0.8876 0.6752
H 0.5544 -0.1230 -1.7581
H 1.0495 -1.5469 0.9181
H 2.9346 0.1411 -0.9380
H 3.4602 -1.7009 1.4840
H 4.6132 -1.3042 0.1297
H 4.1045 -0.0384 1.2920
O 0.9321 0.8124 2.7337
H 0.4699 1.4426 2.1764
H 1.6355 0.5268 2.2042
O -0.6114 2.1769 1.0029
H -1.4826 1.9063 1.2088
H -0.4192 1.8348 0.1359
```

As for the LUMO energy: 0.39 eV. As for the max |F|: 2.946 eV/A. The HOMO energy comes out at -8.44 eV. The molar mass is 144.214 g/mol. The total charge is 0. As for the structure (SMILES): C=C(C)/C=C/C=C/C.O.O. The HOMO-LUMO gap comes out at 8.83 eV.

Here are the Mulliken charges for atoms 1 to 2, given in e:
1. C -1.160
2. C 1.099



> What is the formula in the second record?

C5H8O2